No. 1
# CH3N7O

A molecular structure, CH3N7O in a non-equilibrium geometry (ωB97M-V/def2-TZVPD, the Open Molecules 2025 dataset).

```
! RIJCOSX wB97M-V def2-TZVPD def2/J DEFGRID3
* xyz 0 1
C -0.93589 -0.79761 -0.88752
N 1.37399 1.74594 1.80437
N 1.89124 0.66601 1.19339
N 0.35122 2.20850 1.20505
N 1.27415 -0.08737 0.46215
N -0.43254 1.41158 0.54622
N -0.13338 0.02975 0.54365
N -0.39966 -1.98276 -0.99826
O -1.74183 -0.13774 -1.44496
H -0.92670 1.77061 -0.27348
H 0.37561 -2.23344 -0.40661
H -0.69621 -2.59347 -1.74400
*
```

Output
- LUMO energy (alpha / beta): -0.002 / -0.002 hartree
- Highest occupied orbital energy (alpha / beta): -0.31546 / -0.31547 Ha
- Maximum force: 4.32 eV/Å

No. 2
# CH3NO

A single CH3NO molecule in a non-equilibrium geometry (ωB97M-V/def2-TZVPD, the Open Molecules 2025 dataset).

```
! RIJCOSX wB97M-V def2-TZVPD def2/J DEFGRID3
* xyz 0 1
C -0.71072 -0.14730 -0.08533
N 0.31725 -0.87169 -0.02737
O 1.51717 -0.20926 -0.04018
H -0.50948 0.94132 -0.02854
H -1.76157 -0.41953 0.12517
H 1.14735 0.70646 0.05626
*
```

Output
- Energy above the lowest of the compared OMol25 structures with the same formula, charge and spin: 2.806 eV
- LUMO energy: 0.037 hartree
- Highest occupied orbital energy: -0.38569 Ha
- Maximum force: 2.03 eV/Å

No. 3
# CH3NO

A single CH3NO molecule in a non-equilibrium geometry (ωB97M-V/def2-TZVPD, the Open Molecules 2025 dataset).

```
! RIJCOSX wB97M-V def2-TZVPD def2/J DEFGRID3
* xyz 0 1
N -0.60253 -0.38247 0.00773
C 0.39513 0.46142 -0.02413
O 1.83050 -0.15374 0.00079
H -1.56872 -0.08911 0.02799
H -0.37303 -1.36600 0.05302
H 0.31865 1.52990 -0.06540
*
```

Output
- Energy above the lowest of the compared OMol25 structures with the same formula, charge and spin: 2.415 eV
- LUMO energy (alpha / beta): 0.024 / 0.024 hartree
- Highest occupied orbital energy (alpha / beta): -0.33853 / -0.33851 Ha
- Maximum force: 9.99 eV/Å

No. 4
# CH3NO2

A single CH3NO2 molecule in a non-equilibrium geometry (ωB97M-V/def2-TZVPD, the Open Molecules 2025 dataset).

```
! RIJCOSX wB97M-V def2-TZVPD def2/J DEFGRID3
* xyz 0 1
O -0.20204 -0.08183 -1.37899
C -0.74453 -0.22011 -0.27000
N 0.13245 -0.03095 0.72160
O 1.42339 0.43388 0.27839
H -1.69991 -0.88634 -0.21012
H -0.03789 0.35097 1.61371
H 1.12853 0.43438 -0.75459
*
```

Output
- Energy above the lowest of the compared OMol25 structures with the same formula, charge and spin: 3.324 eV
- LUMO energy: 0.034 hartree
- Highest occupied orbital energy: -0.36163 Ha
- Maximum force: 2.97 eV/Å

No. 5
# CH3NO2

A single CH3NO2 molecule in a non-equilibrium geometry (ωB97M-V/def2-TZVPD, the Open Molecules 2025 dataset).

```
! RIJCOSX wB97M-V def2-TZVPD def2/J DEFGRID3
* xyz 0 1
O 1.20467 -0.85656 -0.10923
C 0.85861 0.31371 -0.23039
N -0.55473 0.48469 -0.19741
O -1.25358 -0.67848 -0.21015
H 1.40522 1.17622 -0.02764
H -0.99749 1.04361 0.51117
H -0.66270 -1.48318 0.26365
*
```

Output
- Energy above the lowest of the compared OMol25 structures with the same formula, charge and spin: 3.456 eV
- LUMO energy: 0.033 hartree
- Highest occupied orbital energy: -0.35879 Ha
- Maximum force: 5.83 eV/Å

No. 6
# CH3NO2P

2 unconnected molecules or ions with the total composition CH3NO2P in a non-equilibrium geometry (ωB97M-V/def2-TZVPD, the Open Molecules 2025 dataset).

```
! RIJCOSX wB97M-V def2-TZVPD def2/J DEFGRID3
* xyz -1 1
C -2.83408 -0.14885 -0.02899
N -0.74400 0.57660 -0.22051
O -3.43480 0.86856 0.15552
O -2.70014 -1.30350 -0.21583
P 0.83757 0.03775 -0.28786
H -0.71944 1.01790 -1.22735
H 0.89536 -1.37000 0.17346
H 1.34324 0.25582 1.02910
*
```

Output
- Energy above the lowest of the compared OMol25 structures with the same formula, charge and spin: 1.102 eV
- LUMO energy: 0.150 hartree
- Highest occupied orbital energy: -0.12543 Ha
- Maximum force: 3.04 eV/Å

No. 7
# CH3NO2S

A single CH3NO2S molecule in a non-equilibrium geometry (ωB97M-V/def2-TZVPD, the Open Molecules 2025 dataset).

```
! RIJCOSX wB97M-V def2-TZVPD def2/J DEFGRID3
* xyz 0 1
O -3.06197 -1.10169 1.37342
N -2.04402 -0.68710 0.86378
S -1.82427 -0.57818 -0.72022
C -0.02040 -0.12954 -0.31241
O -0.01887 0.96427 0.49775
H 0.51804 -0.89289 0.33870
H 0.52452 0.14276 -1.22599
H -0.28511 0.80040 1.43432
*
```

Output
- Energy above the lowest of the compared OMol25 structures with the same formula, charge and spin: 2.901 eV
- LUMO energy: -0.006 hartree
- Highest occupied orbital energy: -0.33555 Ha
- Maximum force: 3.90 eV/Å

No. 8
# CH3NO2S

A single CH3NO2S molecule in a non-equilibrium geometry (ωB97M-V/def2-TZVPD, the Open Molecules 2025 dataset).

```
! RIJCOSX wB97M-V def2-TZVPD def2/J DEFGRID3
* xyz 0 1
C 1.07548 0.31860 0.09462
S -0.52196 1.10623 0.26268
N -1.50066 -0.10131 -0.06108
O -0.80219 -1.61149 -0.33097
O -2.69051 0.01697 -0.14614
H 0.83012 -0.72489 -0.33939
H 1.79398 0.09582 0.94539
H 1.81573 0.90006 -0.42511
*
```

Output
- Energy above the lowest of the compared OMol25 structures with the same formula, charge and spin: 6.003 eV
- LUMO energy (alpha / beta): -0.043 / -0.043 hartree
- Highest occupied orbital energy (alpha / beta): -0.36933 / -0.36934 Ha
- Maximum force: 7.95 eV/Å

No. 9
# CH3NO2S

A single CH3NO2S molecule in a non-equilibrium geometry (ωB97M-V/def2-TZVPD, the Open Molecules 2025 dataset).

```
! RIJCOSX wB97M-V def2-TZVPD def2/J DEFGRID3
* xyz 0 1
C -1.29228 0.27354 -0.10685
S 0.50789 1.13567 0.22260
N 1.57193 -0.27373 0.10453
O 1.02986 -1.36820 0.24049
O 2.68993 -0.01851 -0.08990
H -1.98053 0.92034 0.35767
H -1.35894 -0.59753 0.42913
H -1.16786 -0.07158 -1.15768
*
```

Output
- Energy above the lowest of the compared OMol25 structures with the same formula, charge and spin: 3.565 eV
- LUMO energy: 0.010 hartree
- Highest occupied orbital energy: -0.37589 Ha
- Maximum force: 4.25 eV/Å

No. 10
# CH3NO2S

2 unconnected molecules or ions with the total composition CH3NO2S in a non-equilibrium geometry (ωB97M-V/def2-TZVPD, the Open Molecules 2025 dataset).

```
! RIJCOSX wB97M-V def2-TZVPD def2/J DEFGRID3
* xyz 0 3
C -0.22262 -1.19270 0.30447
N 0.62292 1.02011 -0.55744
O 0.22066 -2.19721 -0.09612
O -1.62245 0.93784 0.63489
S -0.94629 0.32780 -0.48212
H -0.32345 -0.74241 1.77693
H 0.88791 1.29792 -1.49282
H 1.38333 0.54864 -0.08780
*
```

Output
- Energy above the lowest of the compared OMol25 structures with the same formula, charge and spin: 2.882 eV
- LUMO energy (alpha / beta): 0.013 / -0.122 hartree
- <S²>: 2.0155
- Highest occupied orbital energy (alpha / beta): -0.23425 / -0.39291 Ha
- Maximum force: 6.19 eV/Å

no.,M (g/mol)
1,129.1
2,45.0
3,45.0
4,61.0
5,61.0
6,92.0
7,93.1
8,93.1
9,93.1
10,93.1